[1]
Here is a 8-piece molecular cluster, C34H86N4O4S3 overall at a distorted geometry from the OMol25 dataset. Energies are from the ωB97M-V functional and the def2-TZVPD basis.

```
! wB97M-V def2-TZVPD RIJCOSX def2/J DEFGRID3
* xyz 0 1
S 4.13769 0.48433 -0.99641
S 0.63549 -2.03645 -4.78469
S -0.48659 4.48133 -2.44414
O 1.06899 -1.42956 0.18370
O 1.78808 -1.20820 -4.30449
O 5.23527 0.86890 -0.04394
O 0.76285 5.26361 -2.49386
N 3.08961 -6.04827 0.30052
N -5.06922 0.92932 -2.09683
N 2.28447 2.30730 2.63928
N -2.00442 2.47696 4.12507
C 1.84306 -8.18946 0.35957
C -0.53291 -0.79648 -5.45697
C 2.96612 4.15788 4.26325
C -6.93481 1.31634 -0.42082
C 2.42206 -0.18271 3.43920
C 1.28707 -4.65687 1.47656
C 3.52352 -4.97061 -0.57857
C 0.00934 2.89508 -3.11374
C -0.92956 3.30966 4.75897
C -3.38196 2.55465 -1.17958
C -4.25091 -0.94310 -3.44528
C 2.53175 -5.60406 1.58687
C 2.16792 3.14556 1.45715
C 2.65314 0.89648 2.36070
C -1.14896 -0.68814 0.09623
C -1.23049 0.26884 4.95534
C -0.08779 -1.27588 0.98400
C 2.27847 -6.99697 -0.45721
C 4.31073 -1.31741 -1.15233
C -4.04540 1.13281 -1.13422
C -5.28392 -0.48387 -2.46588
C 0.59203 -1.87950 -1.10234
C 4.75323 0.83194 -2.64345
C -1.41187 1.22216 3.73646
C -6.31176 1.65995 -1.76772
C -1.42362 4.62595 5.32969
C 1.04679 2.69335 0.60955
C 1.25485 -2.50222 -6.41940
C 3.28233 2.83419 3.56281
C -0.78969 -1.23609 -1.29442
C -3.99529 2.63336 2.65291
C 4.56165 -5.44564 -1.56644
C -1.47026 4.99208 -3.85301
C -2.60876 3.18260 3.00819
H 1.13359 -7.84935 1.15625
H -0.75096 5.01824 -4.72162
H 0.84602 3.39959 -0.22049
H -1.02369 0.39230 0.03634
H 4.64775 1.90304 -2.82015
H 0.08409 -0.12138 -6.05119
H 2.11665 0.53910 1.47784
H -3.90188 1.51106 2.58450
H 4.19542 0.21539 -3.34574
H -0.87348 2.30098 -3.36808
H -0.44617 1.43730 3.25890
H -0.83154 4.87560 6.18921
H 0.97669 -4.28382 2.46044
H -6.54197 1.97679 0.37618
H 3.48500 2.11551 4.39431
H -0.44506 0.60114 5.63333
H -6.78928 0.24170 -0.26369
H 2.17280 -3.06198 -6.19346
H 1.62285 -3.75042 0.96122
H -2.73875 4.24533 3.19021
H 0.52981 -3.05230 -7.02669
H 5.84410 0.64295 -2.64480
H -6.29318 -0.63998 -2.81221
H 2.09666 4.09059 4.91861
H -1.92583 3.10716 2.11634
H -1.33365 -1.35995 -6.00930
H 3.09772 3.10960 0.84035
H -4.37731 0.84719 -0.08955
H -0.64964 -0.36524 -1.92969
H 0.63557 3.06786 -4.01219
H 2.62252 -4.49870 -1.02751
H -6.97432 1.41916 -2.64798
H 0.16880 -0.63486 1.83217
H 1.42714 -0.01403 3.89729
H -4.30667 2.99850 1.66100
H -2.15011 -0.90783 0.51658
H 1.48467 -1.53678 -6.92689
H 2.19528 -6.42697 2.19164
H -6.04588 2.72743 -1.86971
H -4.41405 -1.97054 -3.77887
H 2.66630 -8.74068 0.84083
H -8.03596 1.49995 -0.49042
H -2.00633 0.66807 3.03187
H -2.14350 0.21335 5.55718
H 1.20271 1.66660 0.25501
H -2.49083 4.61853 5.66768
H 4.24029 3.03573 3.03154
H 3.84846 4.46826 4.85890
H 2.81543 -7.35471 -1.29997
H -4.21250 -0.29066 -4.31341
H 0.57786 -3.02443 -1.09129
H -0.52548 2.79832 5.62456
H -1.37706 5.45241 4.64776
H 1.31088 -1.57872 -1.86987
H -5.24242 -1.09555 -1.53042
H -4.78147 2.83851 3.37835
H -3.14694 2.97075 -2.14402
H 5.41569 -5.92104 -1.10364
H -3.24570 -0.94807 -3.03148
H -2.42608 2.55286 -0.62954
H -1.80371 5.99469 -3.59224
H 2.73717 4.97918 3.57190
H -3.21882 0.43508 -1.27583
H -0.93177 -0.73109 4.68538
H -4.09961 3.22329 -0.65478
H 1.21286 -8.89440 -0.14916
H 3.26059 -5.07360 2.17427
H 0.14067 2.71556 1.17076
H 3.21148 -0.16372 4.20509
H 5.35214 -1.36732 -0.98689
H 4.95023 -4.62214 -2.17048
H -1.55614 -1.90237 -1.72603
H 2.44991 -1.14079 2.91887
H 2.06816 4.19094 1.77013
H -0.05475 3.35529 4.09084
H 3.92104 -1.68024 -2.07654
H 3.69889 0.86329 2.02944
H 4.18713 -6.18435 -2.29614
H 1.36127 -6.56372 -0.86878
H 3.76141 -1.70557 -0.31844
H -0.46377 -2.17257 1.44289
H 4.05338 -4.20509 0.00170
H -0.97411 -0.30599 -4.63614
H 0.55677 2.36167 -2.33759
H -2.31605 4.34027 -4.08802
H 0.39416 -5.15821 1.12294
*
```

Results
total energy: -3061.36567 a.u.
E_HOMO: -7.83 eV

Results of the Löwdin charge analysis, in e, for atoms 1 through 5:
1 S 0.802
2 S 0.815
3 S 0.760
4 O -0.166
5 O -0.576



[2]
Here is a 7-piece molecular cluster, C34H87N5O11 overall at a distorted geometry from the OMol25 dataset. Energies are from the ωB97M-V functional and the def2-TZVPD basis.

```
! wB97M-V def2-TZVPD RIJCOSX def2/J DEFGRID3
* xyz 0 1
O 2.01119 -0.83920 -4.99779
O -4.60944 -4.25288 4.68207
O -1.36489 1.85523 3.31884
O 2.77021 3.84214 -3.14354
O -4.46260 -11.75924 1.16592
O 3.17883 6.98378 3.44373
O 4.86813 7.77029 -6.46090
O 0.29334 0.51049 -0.40921
O 2.96347 4.05425 0.95455
O 0.02153 -6.62959 -1.31627
O -3.89507 -0.89322 0.00175
N 2.44411 6.98840 0.72507
N 2.68879 6.14774 -5.15854
N -4.68130 0.31981 2.97256
N -1.80870 -9.17357 0.60158
N 1.19341 -2.06853 0.30682
C -0.32435 2.04029 4.26418
C 4.85944 6.39140 -6.19825
C -5.44305 -0.03852 1.81175
C -3.85735 -1.73073 -1.10764
C -5.70128 -11.64732 1.87242
C 2.78627 8.27428 1.34828
C -1.48602 -8.27987 -0.51388
C -3.44311 0.96791 2.59572
C -0.12351 -0.02005 0.83257
C 0.97015 -1.78398 -3.17105
C -3.53151 -3.34126 4.44286
C -2.97761 -10.00348 0.33396
C 3.34175 6.87204 4.85532
C 0.66305 -5.40700 -1.14667
C 3.14483 4.83055 -0.22784
C 4.78232 8.19926 -7.81339
C 4.11618 5.98892 -4.92728
C 2.27988 -1.76973 -3.95766
C 1.96847 3.08112 0.86705
C 1.62033 5.65637 -4.30646
C -0.15523 -1.57851 0.66421
C -3.54095 -2.24590 5.53081
C 3.53465 6.25211 0.07416
C -3.52353 -10.80218 1.54798
C -0.65925 -2.18634 1.92404
C -2.32291 -4.20578 4.35910
C -0.70648 1.09254 -1.19057
C 3.54609 -1.31717 -3.22087
C -2.27114 0.79033 3.62942
C -0.33740 -7.30928 -0.16415
C 2.66150 8.16502 2.89224
C 2.88612 2.44822 -2.93615
C -4.83840 -1.24353 1.02221
C 1.69417 4.12636 -4.05081
H -3.47837 -2.63995 6.54441
H 1.88597 -1.76011 0.97864
H -1.39737 1.77378 -0.68789
H -0.60962 -3.27370 1.84092
H 1.40565 -1.57687 -0.55279
H 3.40871 7.86890 5.30091
H -4.36859 -1.55040 5.38143
H 0.94124 -5.05048 -2.13867
H 2.42966 -2.80910 -4.26592
H 4.49526 6.56997 -4.07886
H -2.27735 -4.82329 5.25762
H 0.47124 -7.84789 0.33978
H 3.83820 6.86607 -0.77335
H 2.01569 8.97784 1.02575
H 2.34525 2.22061 0.30609
H 0.24521 2.91037 3.93739
H 1.04025 -2.54769 -2.39006
H -1.04926 -8.75213 -1.40087
H 1.80871 3.65629 -5.03036
H -3.80396 -10.11304 2.35006
H 1.62219 6.15454 -3.32931
H -2.60459 0.95743 4.65734
H -1.11582 0.29145 1.15812
H -3.42142 -2.71151 -0.88767
H -6.25540 -12.56857 1.67946
H -0.34175 1.59136 -2.09010
H 5.50747 7.62254 -8.39738
H 2.79627 -0.77170 -5.55043
H -0.80097 2.26596 5.22224
H -6.38956 -0.39015 2.22394
H -4.30680 -1.98954 1.61786
H 4.06728 4.48216 -0.70378
H -6.33582 -10.83158 1.52746
H 2.45169 7.01490 -5.61479
H 2.41606 6.49896 5.30084
H -1.72516 -1.97886 2.04760
H 2.38830 4.86438 -1.01256
H -5.48358 0.81435 1.12668
H -2.73459 -10.75067 -0.42821
H -3.73490 -2.77050 3.53070
H -1.41984 -3.59003 4.38750
H -1.04605 -9.74286 0.93888
H -0.89117 -1.81376 -0.10666
H -3.47486 2.06610 2.58392
H -3.19005 -1.19945 -1.78503
H 0.86376 -0.92865 -2.49529
H 2.23059 6.43833 1.54970
H 0.06224 -4.60106 -0.71300
H -3.13975 0.87432 1.55290
H -3.78649 -9.37068 -0.03277
H 0.42414 1.26206 4.43232
H -5.26316 -3.75802 5.18425
H 3.36750 -0.48773 -2.53619
H -2.19418 -4.86139 3.49911
H 5.84409 5.91429 -6.23156
H 3.36437 2.22966 -1.97924
H 4.21320 6.26928 5.09377
H 3.57353 2.04120 -3.68377
H 4.31161 4.94794 -4.67053
H 0.70717 3.85600 -3.66776
H 0.66895 0.29253 1.51499
H 1.98991 1.82433 -2.94259
H -2.69900 -1.58532 5.31027
H 4.34844 5.85263 -7.00392
H 1.04996 3.47357 0.42613
H 3.17971 9.03175 3.31508
H 4.43527 -1.18793 -3.83757
H 3.85596 -2.14226 -2.57073
H 3.80685 8.06303 -8.28239
H -0.16824 -1.83334 2.83266
H -5.71609 -1.74580 0.60547
H -5.23099 0.95821 3.53183
H -1.97151 -0.25905 3.57394
H 0.00410 -1.86591 -3.66360
H -4.85516 -1.91587 -1.51363
H 1.56041 -5.44112 -0.52267
H 5.14189 9.21437 -7.97482
H -1.37447 0.35980 -1.65914
H -0.76086 -6.60888 0.56473
H 1.61415 8.18690 3.20968
H 0.64119 5.90224 -4.71724
H 1.75221 2.69694 1.86521
H 4.37713 6.10343 0.76182
H -2.67975 -11.28572 2.05590
H -5.55072 -11.72325 2.95079
H -2.28925 -7.61320 -0.82344
H 3.74471 8.68623 1.02816
*
```

Results
ΔE to the lowest compared entry with this formula, charge and spin: 62.05 kcal per mole
total energy: -2448.70234 a.u.
SMILES string: COC[C@H](C)N.COCCNCCOC.COCCNCCOC.COCCNCCOC.COCCNCCOC.CC(C)O.CC(C)O
E_HOMO: -8.10 eV

Results of the Löwdin charge analysis, in e, for atoms 1 through 5:
1 O -0.056
2 O -0.056
3 O -0.207
4 O -0.212
5 O -0.177